1.
This record from the OMol25 dataset describes a molecular structure, C48H36Cl5N13PPbS. The level of theory is the ωB97M-V functional and the def2-TZVPD basis.

```
! RIJCOSX wB97M-V def2-TZVPD def2/J DEFGRID3
* xyz -1 1
Pb 0.03 0.59 0.28
C -4.27 5.64 2.38
C -4.99 4.60 2.99
C -4.50 3.31 3.02
C -3.28 3.07 2.41
C -2.46 1.86 2.27
N -1.34 2.17 1.56
C -1.32 3.50 1.31
N -0.33 4.22 0.79
C 0.90 3.78 0.61
C 2.01 4.65 0.23
C 2.07 5.99 -0.12
C 3.32 6.52 -0.44
C 4.47 5.73 -0.39
C 4.41 4.39 -0.03
C 3.16 3.87 0.28
C 2.72 2.52 0.67
N 3.57 1.52 0.85
C 3.20 0.34 1.33
N 1.97 -0.08 1.66
C 2.04 -1.33 2.19
N 1.07 -2.05 2.72
C -0.18 -1.61 2.89
N -0.72 -0.45 2.46
C -1.97 -0.33 2.93
N -2.80 0.71 2.82
C -2.32 -1.54 3.68
C -3.48 -1.95 4.33
C -3.47 -3.20 4.93
C -2.33 -4.01 4.90
C -1.17 -3.60 4.26
C -1.18 -2.35 3.65
C 3.43 -1.79 2.14
C 4.05 -2.98 2.50
C 5.41 -3.09 2.30
C 6.15 -2.03 1.75
C 5.54 -0.84 1.40
C 4.17 -0.74 1.60
N 1.38 2.53 0.82
C -2.56 4.10 1.81
C -3.04 5.40 1.79
H -4.68 6.64 2.38
H -5.95 4.83 3.44
H -5.05 2.50 3.49
H 1.18 6.60 -0.15
H 3.40 7.56 -0.73
H 5.43 6.16 -0.65
H 5.29 3.77 0.01
H -4.35 -1.32 4.35
H -4.36 -3.55 5.44
H -2.36 -4.98 5.38
H -0.29 -4.22 4.24
H 3.46 -3.79 2.92
H 5.92 -4.01 2.56
H 7.22 -2.15 1.60
H 6.10 -0.01 0.98
H -2.46 6.19 1.33
Cl 2.86 1.63 -2.64
C 1.23 1.99 -3.24
C 0.17 1.69 -2.42
C -1.06 1.97 -2.95
Cl -2.51 1.63 -1.96
C -1.28 2.52 -4.22
Cl -2.87 2.84 -4.82
C -0.16 2.81 -5.00
Cl -0.37 3.50 -6.58
C 1.11 2.55 -4.51
Cl 2.50 2.90 -5.49
C 4.64 -1.82 -2.12
N 3.53 -1.72 -3.04
C 3.70 -1.16 -4.37
C 2.26 -1.01 -4.88
N 1.47 -1.41 -3.72
C 2.24 -1.74 -2.66
S 1.64 -2.12 -1.14
H 5.30 -2.64 -2.39
H 4.26 -1.98 -1.12
H 5.21 -0.88 -2.14
H 4.30 -1.82 -4.99
H 4.21 -0.19 -4.29
H 2.06 -1.67 -5.73
H 2.04 0.01 -5.18
H 0.55 -1.05 -3.55
C -3.03 -4.63 -1.88
N -3.27 -3.31 -2.46
C -4.56 -2.82 -1.96
N -4.67 -2.79 -0.50
C -4.37 -4.13 0.01
N -3.08 -4.67 -0.42
C -1.97 -3.91 0.17
P -1.96 -2.10 -0.30
C -2.18 -2.38 -2.12
C -3.76 -1.80 0.08
H -2.05 -4.98 -2.21
H -3.79 -5.31 -2.26
H -5.34 -3.47 -2.35
H -4.72 -1.81 -2.34
H -5.16 -4.80 -0.35
H -4.40 -4.10 1.10
H -1.03 -4.35 -0.15
H -2.02 -3.99 1.26
H -1.24 -2.78 -2.51
H -2.37 -1.42 -2.60
H -4.02 -0.81 -0.30
H -3.90 -1.77 1.16
*
```

## Properties
- molecular weight (g/mol) = 1242.4
- HOMO-LUMO gap (alpha / beta) (eV) = 5.03 / 4.91
- ΔE to the lowest compared entry with this formula, charge and spin (eV) = 0.000
- maximum force (hartree/bohr) = 0.0088
- LUMO (alpha / beta) (eV) = 1.08 / 1.04

These are the Löwdin partial charges, in e, on atoms 1 to 4:
1 Pb 1.225
2 C -0.093
3 C -0.093
4 C -0.021

=====

2.
This record from the OMol25 dataset describes a single C2H2N4 molecule at a distorted geometry. The level of theory is the ωB97M-V functional and the def2-TZVPD basis.

```
! RIJCOSX wB97M-V def2-TZVPD def2/J DEFGRID3
* xyz 0 1
C 1.06 0.48 0.18
N 0.74 -0.81 0.15
C -0.55 -1.00 0.06
N -1.55 -0.12 -0.26
N -1.03 1.13 -0.44
N 0.18 1.41 -0.17
H 2.04 0.88 0.51
H -0.90 -1.97 -0.03
*
```

## Properties
- SMILES = c1ncnnn1
- molecular weight (g/mol) = 82.1
- HOMO-LUMO gap (eV) = 9.09
- ΔE to the lowest compared entry with this formula, charge and spin (eV) = 2.156
- maximum force (hartree/bohr) = 0.0776
- LUMO (eV) = -0.69

These are the Löwdin partial charges, in e, on atoms 1 to 4:
1 C -0.174
2 N 0.107
3 C -0.199
4 N 0.082

=====

3.
This record from the OMol25 dataset describes a single C3H5NO2 molecule at a distorted geometry. The level of theory is the ωB97M-V functional and the def2-TZVPD basis.

```
! RIJCOSX wB97M-V def2-TZVPD def2/J DEFGRID3
* xyz 0 1
N -0.29 -1.07 0.58
C -1.19 0.21 -0.23
O -0.33 0.37 -1.32
C 0.96 0.32 -0.74
C 0.63 -0.14 0.70
O -1.10 1.06 0.72
H -0.88 -1.33 1.36
H -2.13 -0.27 -0.50
H 1.51 1.25 -0.92
H 1.55 -0.49 -1.22
H 1.27 0.08 1.56
*
```

## Properties
- molecular weight (g/mol) = 87.1
- HOMO-LUMO gap (eV) = 9.25
- ΔE to the lowest compared entry with this formula, charge and spin (eV) = 4.049
- maximum force (hartree/bohr) = 0.0338
- LUMO (eV) = 0.06

These are the Löwdin partial charges, in e, on atoms 1 to 4:
1 N 0.107
2 C -0.456
3 O -0.056
4 C -0.134

=====

4.
This record from the OMol25 dataset describes 22 unconnected molecules or ions with the total composition C76H166Br8N18 at a distorted geometry. The level of theory is the ωB97M-V functional and the def2-TZVPD basis.

```
! RIJCOSX wB97M-V def2-TZVPD def2/J DEFGRID3
* xyz 0 1
C 0.14 -5.03 4.67
C 0.05 -5.06 3.09
N -1.30 -5.51 2.66
C -1.54 -6.89 3.08
C -3.07 -7.12 3.17
C -1.51 -5.38 1.18
C -1.74 -3.93 0.71
H 0.24 -6.06 5.00
H -0.76 -4.56 5.06
H 1.12 -4.55 4.96
H 0.25 -4.06 2.75
H 0.82 -5.72 2.65
H -1.11 -7.58 2.33
H -1.09 -7.02 4.04
H -3.48 -6.77 4.10
H -3.62 -6.65 2.33
H -3.29 -8.18 3.17
H -2.45 -5.96 0.89
H -0.65 -5.80 0.68
H -2.77 -3.51 0.96
H -1.71 -3.79 -0.36
H -1.07 -3.25 1.21
C 1.26 8.03 6.17
C 0.30 6.83 6.08
N -0.86 7.16 5.25
C -0.49 6.93 3.81
C 0.07 5.58 3.47
C -2.14 6.55 5.63
C -3.25 7.53 5.35
H 0.78 8.89 6.63
H 1.37 8.38 5.13
H 2.24 7.84 6.61
H 0.74 5.90 5.79
H -0.16 6.63 7.05
H -1.32 7.10 3.15
H 0.19 7.72 3.54
H -0.46 4.75 3.90
H 0.12 5.38 2.44
H 1.12 5.46 3.86
H -2.17 6.54 6.66
H -2.31 5.58 5.24
H -3.48 7.64 4.33
H -2.94 8.46 5.77
H -4.26 7.18 5.76
C 1.46 4.17 -3.92
C 2.68 3.62 -4.53
N 3.57 4.58 -5.15
C 4.55 3.89 -6.00
C 3.89 3.44 -7.31
C 4.34 5.32 -4.11
C 5.23 6.41 -4.58
H 0.72 4.62 -4.57
H 1.58 4.87 -3.06
H 0.92 3.32 -3.42
H 3.23 3.06 -3.74
H 2.41 2.85 -5.24
H 5.38 4.54 -6.05
H 4.97 2.99 -5.52
H 3.35 2.45 -7.17
H 3.29 4.23 -7.77
H 4.72 3.17 -8.01
H 5.11 4.66 -3.62
H 3.69 5.65 -3.31
H 6.11 5.97 -5.13
H 5.62 6.91 -3.69
H 4.76 7.17 -5.17
C 6.19 -1.71 3.07
C 5.76 -2.38 1.72
N 4.68 -3.31 1.81
C 4.77 -4.37 2.80
C 4.05 -4.07 4.19
C 4.21 -3.64 0.45
C 3.16 -2.59 0.03
H 6.45 -2.52 3.79
H 5.39 -1.19 3.60
H 7.08 -1.21 3.00
H 5.53 -1.58 1.05
H 6.73 -2.81 1.36
H 4.53 -5.37 2.43
H 5.83 -4.43 3.10
H 3.90 -4.95 4.82
H 4.60 -3.31 4.70
H 3.04 -3.63 4.03
H 3.79 -4.66 0.30
H 5.06 -3.58 -0.27
H 3.51 -1.57 0.17
H 2.20 -2.80 0.53
H 2.89 -2.72 -1.09
C -2.60 -0.35 0.59
C -1.06 -0.53 0.12
N -0.46 0.72 -0.28
C 0.86 0.55 -0.93
C 0.62 0.23 -2.42
C -0.28 1.63 0.91
C -0.10 2.98 0.41
H -2.75 -0.07 1.66
H -3.10 -1.21 0.31
H -2.95 0.51 0.12
H -0.51 -1.04 0.98
H -1.10 -1.26 -0.72
H 1.35 1.56 -0.79
H 1.46 -0.20 -0.45
H 0.19 1.03 -3.02
H 1.56 0.01 -2.95
H 0.04 -0.68 -2.46
H 0.61 1.34 1.51
H -1.25 1.52 1.45
H 0.70 3.18 -0.35
H 0.07 3.68 1.19
H -1.04 3.29 -0.04
C 1.66 8.90 -2.68
C 1.75 8.19 -1.32
N 1.61 9.04 -0.14
C 0.21 9.29 0.11
C -0.57 7.99 0.45
C 2.51 10.32 -0.29
C 3.99 9.93 -0.32
H 2.59 9.35 -3.05
H 0.90 9.62 -2.84
H 1.35 8.13 -3.35
H 0.98 7.36 -1.28
H 2.73 7.68 -1.35
H 0.15 10.00 0.88
H -0.18 9.78 -0.74
H -0.71 7.45 -0.52
H 0.03 7.34 1.10
H -1.57 8.25 0.81
H 2.32 10.93 0.63
H 2.14 10.90 -1.09
H 4.25 9.05 -0.95
H 4.45 9.76 0.65
H 4.50 10.85 -0.72
C -3.00 -9.11 -1.83
C -3.72 -8.06 -2.65
N -4.02 -6.78 -1.96
C -4.17 -5.63 -2.91
C -5.55 -5.62 -3.72
C -5.03 -6.86 -0.91
C -5.09 -5.62 -0.05
H -3.73 -9.61 -1.14
H -2.21 -8.59 -1.33
H -2.62 -9.85 -2.55
H -3.10 -7.80 -3.51
H -4.60 -8.54 -3.10
H -4.02 -4.66 -2.42
H -3.39 -5.72 -3.68
H -5.65 -4.83 -4.43
H -5.72 -6.50 -4.32
H -6.39 -5.39 -3.04
H -4.88 -7.75 -0.33
H -6.05 -7.04 -1.38
H -5.72 -5.79 0.83
H -5.57 -4.76 -0.58
H -4.11 -5.29 0.19
C -2.87 -4.57 6.53
C -2.55 -3.19 7.08
N -3.28 -2.07 6.50
C -4.76 -2.17 6.68
C -5.40 -2.16 8.07
C -2.87 -1.85 5.10
C -1.56 -1.28 4.88
H -2.24 -5.30 7.07
H -2.75 -4.65 5.45
H -3.91 -4.86 6.75
H -2.66 -3.36 8.17
H -1.47 -3.09 7.01
H -5.12 -1.38 6.01
H -5.11 -3.14 6.24
H -5.25 -1.33 8.75
H -6.47 -2.28 8.11
H -4.92 -3.02 8.57
H -3.67 -1.25 4.62
H -2.94 -2.85 4.54
H -1.38 -0.43 5.58
H -1.61 -0.84 3.88
H -0.69 -1.89 4.99
C 3.16 5.13 1.27
C 4.08 4.64 0.25
N 4.90 4.35 -0.50
H 3.54 6.06 1.73
H 3.03 4.35 1.97
H 2.20 5.28 0.82
C 5.24 0.75 -0.70
C 6.54 0.51 -0.08
N 7.63 0.53 0.34
H 4.97 -0.10 -1.29
H 5.33 1.65 -1.32
H 4.56 0.91 0.13
C 8.52 2.01 -2.82
C 7.51 1.07 -3.31
N 6.71 0.34 -3.67
H 9.18 2.24 -3.66
H 8.92 1.46 -2.01
H 8.13 2.93 -2.40
C -0.47 -6.08 -1.76
C -0.27 -6.19 -3.22
N -0.15 -6.28 -4.36
H -0.03 -6.89 -1.23
H -1.58 -6.11 -1.54
H 0.05 -5.19 -1.41
C 1.58 -4.23 -6.20
C 2.23 -4.05 -4.90
N 2.72 -3.90 -3.86
H 0.95 -5.13 -6.07
H 2.35 -4.34 -6.99
H 0.89 -3.42 -6.37
C 4.12 -0.58 -5.96
C 3.37 -0.74 -7.21
N 2.83 -0.79 -8.24
H 3.54 -1.05 -5.23
H 4.14 0.48 -5.81
H 5.11 -1.01 -6.11
C -6.80 -0.77 -1.00
C -5.71 -1.45 -1.57
N -4.88 -2.14 -1.98
H -6.74 0.26 -1.11
H -6.79 -0.92 0.09
H -7.78 -0.97 -1.45
C -1.97 3.24 -2.68
C -1.76 4.64 -2.45
N -1.66 5.78 -2.15
H -1.55 3.01 -3.65
H -2.97 2.97 -2.77
H -1.49 2.65 -1.88
C 3.67 -7.32 -3.53
C 3.16 -7.23 -2.13
N 2.71 -7.23 -1.04
H 2.84 -7.32 -4.24
H 4.18 -8.31 -3.55
H 4.32 -6.52 -3.82
C 2.10 -1.04 2.92
C 2.71 0.21 2.52
N 3.16 1.20 2.15
H 1.62 -0.86 3.88
H 2.84 -1.85 2.94
H 1.25 -1.20 2.28
Br -3.91 0.20 -5.00
C -2.60 -0.74 -3.78
C -2.59 -2.21 -4.11
Br -1.01 -3.05 -3.19
H -2.88 -0.50 -2.71
H -1.64 -0.27 -3.90
H -2.41 -2.35 -5.17
H -3.50 -2.64 -3.68
Br -5.59 -2.14 2.22
C -5.46 -3.82 3.05
C -6.86 -4.47 3.12
Br -6.74 -6.32 3.77
H -5.09 -3.75 4.04
H -4.78 -4.39 2.42
H -7.36 -4.57 2.18
H -7.42 -3.93 3.92
Br -4.03 1.50 3.98
C -5.36 2.32 2.85
C -5.10 3.56 1.94
Br -4.86 2.94 0.06
H -6.12 2.68 3.50
H -5.80 1.40 2.39
H -4.26 4.16 2.24
H -6.02 4.14 1.79
Br -0.81 -1.46 -8.02
C -0.06 0.15 -8.61
C -0.71 1.39 -7.95
Br 0.00 1.41 -6.06
H -0.20 0.03 -9.68
H 0.98 0.20 -8.45
H -1.81 1.37 -7.96
H -0.27 2.29 -8.35
*
```

## Properties
- molecular weight (g/mol) = 1971.5
- HOMO-LUMO gap (eV) = 8.09
- maximum force (hartree/bohr) = 0.0910
- LUMO (eV) = 0.02

These are the Löwdin partial charges, in e, on atoms 1 to 4:
1 C -0.063
2 C -0.217
3 N -0.183
4 C -0.236

=====

5.
This record from the OMol25 dataset describes 2 unconnected molecules or ions with the total composition C8H19O7SSi. The level of theory is the ωB97M-V functional and the def2-TZVPD basis.

```
! RIJCOSX wB97M-V def2-TZVPD def2/J DEFGRID3
* xyz -1 1
C 0.98 3.58 1.32
Si 0.58 2.37 -0.05
C -1.23 1.90 0.05
C 0.92 3.17 -1.70
O 1.56 1.05 -0.01
C 1.31 -0.08 0.85
C 1.29 0.29 2.31
S 1.41 -1.16 3.41
O 2.81 -1.24 3.79
O 0.49 -0.86 4.50
O 0.97 -2.28 2.57
H 0.59 4.58 1.08
H 2.06 3.64 1.44
H 0.55 3.26 2.27
H -1.58 1.46 -0.89
H -1.46 1.20 0.85
H -1.82 2.81 0.22
H 1.97 3.44 -1.78
H 0.32 4.08 -1.84
H 0.69 2.47 -2.51
H 2.10 -0.81 0.66
H 0.37 -0.55 0.56
H 2.15 0.92 2.55
H 0.37 0.80 2.61
C -0.47 -3.62 0.12
O -0.58 -2.60 -0.89
C -1.44 -2.84 -1.86
O -2.12 -3.82 -2.00
O -1.44 -1.79 -2.70
C -2.34 -1.92 -3.79
H 0.26 -3.27 0.84
H -1.44 -3.77 0.60
H -0.16 -4.56 -0.35
H -3.36 -2.03 -3.44
H -2.08 -2.79 -4.40
H -2.23 -1.01 -4.37
*
```

## Properties
- molecular weight (g/mol) = 287.4
- HOMO-LUMO gap (eV) = 7.96
- maximum force (hartree/bohr) = 0.0057
- LUMO (eV) = 2.68

These are the Löwdin partial charges, in e, on atoms 1 to 4:
1 C -0.167
2 Si 0.374
3 C -0.153
4 C -0.167

=====

6.
This record from the OMol25 dataset describes a single BrFH2Si molecule at a distorted geometry. The level of theory is the ωB97M-V functional and the def2-TZVPD basis.

```
! RIJCOSX wB97M-V def2-TZVPD def2/J DEFGRID3
* xyz 0 3
F -0.05 2.27 0.17
Si -0.54 0.34 -0.01
Br -2.67 0.07 -0.01
H -0.37 0.07 1.34
H 0.08 0.06 -1.18
*
```

## Properties
- molecular weight (g/mol) = 129.0
- HOMO-LUMO gap (alpha / beta) (eV) = 5.55 / 5.54
- ΔE to the lowest compared entry with this formula, charge and spin (eV) = 0.506
- maximum force (hartree/bohr) = 0.0754
- LUMO (alpha / beta) (eV) = 0.30 / -5.96

These are the Löwdin partial charges, in e, on atoms 1 to 4:
1 F -0.477
2 Si 0.137
3 Br 0.562
4 H -0.085